64
Properties=species:S:1:pos:R:3 method="wB97M-V/def2-TZVPD" gap_ha=0.1956 e_lumo_ev=1.460 largest_force_ev_per_a=4.7 charge=-1 e_above_lowest_ev=2.924 total_energy_ha=-2112.84587
Y -0.702 0.347 0.709
P -2.293 1.352 2.398
O -0.798 1.074 2.816
O -2.579 -0.045 1.772
O -1.915 2.187 1.149
O -3.354 1.863 3.441
C 2.147 0.000 -3.202
C 0.984 0.677 -2.519
O 0.841 0.301 -1.178
H 3.119 0.068 -2.714
H 2.337 0.303 -4.231
H 1.907 -1.064 -3.214
H 0.004 0.475 -2.952
H 1.130 1.754 -2.602
C 2.378 -1.028 1.656
O 1.114 -0.857 1.615
N 2.969 -2.160 2.065
C 4.412 -2.140 2.074
C 2.241 -3.389 2.489
H 3.116 -0.253 1.394
H 4.949 -1.227 1.819
H 4.900 -2.974 1.568
H 4.669 -2.371 3.108
H 2.523 -4.296 1.954
H 2.357 -3.699 3.527
H 1.200 -3.275 2.189
C -3.459 0.506 -1.313
O -2.267 0.334 -0.948
N -3.931 -0.158 -2.399
C -5.314 0.193 -2.855
C -3.304 -1.385 -2.909
H -4.202 1.227 -0.938
H -5.270 0.256 -3.943
H -5.635 1.159 -2.465
H -6.108 -0.486 -2.544
H -2.276 -1.595 -2.615
H -3.979 -2.217 -2.710
H -3.220 -1.294 -3.992
C -1.217 -2.959 -0.238
O -0.994 -1.844 0.205
N -0.294 -3.831 -0.740
C -0.670 -5.007 -1.466
C 1.064 -3.338 -0.995
H -2.167 -3.508 -0.139
H -1.353 -4.767 -2.281
H -1.355 -5.587 -0.848
H 0.131 -5.683 -1.763
H 1.818 -4.043 -0.645
H 1.254 -3.138 -2.049
H 1.386 -2.457 -0.439
C 0.852 5.229 3.205
C 0.812 3.937 2.919
C 1.015 3.499 1.557
O 0.913 2.344 1.166
C 1.134 4.613 0.589
C 1.263 5.899 0.952
C 1.175 6.390 2.353
O 1.417 7.531 2.838
O 1.296 6.925 0.016
O 0.518 2.997 3.908
H 0.684 5.448 4.249
H 1.207 4.390 -0.466
H 1.245 6.599 -0.886
H 0.178 2.199 3.497